[1]
Density functional theory data (ωB97M-V/def2-TZVPD) for a structure of composition C11H15IrNSe.

Calculated values
E_tot: -81316.7138 eV
ΔE to the lowest compared entry with this formula, charge and spin: 178.0 kJ/mol
Charge: +1

The geometry in XYZ format:
```
29
Properties=species:S:1:pos:R:3:forces:R:3:mulliken_charge:R:1
Ir -0.753383 -1.303307 -1.002790 1.089 5.342 2.693 0.74
Se -5.466483 -1.192507 -1.174390 -0.051 -0.025 -0.026 -0.04
N -2.599183 -1.427407 -1.526390 0.994 -0.927 -0.229 -0.63
C 1.859717 -2.012807 0.874710 0.006 0.126 -0.001 -1.64
C -0.697283 -0.778207 2.406610 -0.179 -0.169 -0.132 -1.53
C 1.252017 -0.081207 -0.731990 -0.370 -0.963 0.327 0.53
C -1.564483 1.803093 0.903610 -0.099 -0.119 -0.274 -1.48
C -0.554883 0.841993 0.395010 -0.557 -1.193 -0.529 0.53
C 2.507217 -0.138707 -1.532490 -0.037 -0.195 -0.248 -1.44
C -3.771383 -1.344207 -1.387390 -0.803 0.165 0.087 0.35
C 0.319417 1.012293 -0.724990 -0.015 -1.160 -0.509 0.51
C 0.416917 2.186493 -1.627190 -0.315 -0.139 -0.126 -1.95
C 0.935317 -0.953407 0.364210 0.493 -0.134 -0.426 0.92
C -0.181183 -0.372407 1.072710 -0.181 -0.649 -0.783 0.37
H 2.729017 -1.525907 1.320910 0.063 -0.070 0.098 0.37
H 2.222317 -2.654007 0.071910 -0.069 0.003 0.013 0.38
H -0.162083 -1.639607 2.795110 -0.030 -0.021 0.007 0.39
H 0.636417 1.882093 -2.648690 -0.007 -0.031 -0.022 0.40
H -1.224783 2.188593 1.864510 0.074 0.044 0.106 0.35
H 2.402417 -0.751807 -2.427990 0.001 0.024 -0.034 0.28
H -0.569683 0.050093 3.104810 0.045 0.048 0.034 0.37
H -2.524983 1.321693 1.077610 -0.063 -0.052 -0.002 0.33
H -0.486583 2.787893 -1.625890 -0.049 0.024 -0.018 0.45
H 2.796617 0.861293 -1.850090 0.087 -0.013 0.004 0.43
H -1.706083 2.640593 0.228210 -0.049 0.024 -0.025 0.42
H -1.761283 -1.011807 2.379310 -0.041 0.010 -0.005 0.34
H 3.308517 -0.573907 -0.934790 0.016 0.092 -0.046 0.41
H 1.245417 2.816993 -1.299890 0.070 0.022 0.105 0.39
H 1.392417 -2.631907 1.635710 -0.022 -0.064 -0.040 0.45
```
Positions in Å, forces in eV/Å.


[2]
Density functional theory data (ωB97M-V/def2-TZVPD) for a cluster of 2 separate species, C4H11N3O2 in total.

Calculated values
Structure (SMILES): [H]/N=C(\N)NC.CC(=O)O
E_tot: -12891.8845 eV
ΔE to the lowest compared entry with this formula, charge and spin: 91.2 kJ/mol
Charge: 0

The geometry in XYZ format:
```
20
Properties=species:S:1:pos:R:3:forces:R:3:mulliken_charge:R:1
O 1.368863 1.274636 -1.352991 -0.746 -0.664 0.294 -0.47
O 3.374416 0.957817 -2.197876 -0.274 -0.280 0.201 -0.60
N -0.891994 -0.255119 -0.643836 -0.173 0.883 1.420 -0.74
N -1.862038 -1.688903 0.896568 -0.254 0.315 0.933 -0.57
N -1.690273 0.548527 1.430136 0.457 0.176 1.284 -0.21
C 2.311345 -0.958884 -1.345438 0.779 -1.877 -0.889 -0.89
C 2.390185 0.487431 -1.671172 0.519 1.132 -0.326 0.67
C -1.240635 1.960220 1.417170 1.566 -2.232 -0.825 -0.73
C -1.376667 -0.421403 0.569380 -0.440 -1.045 -2.990 0.62
H -0.115980 1.965802 1.390625 -0.967 0.264 0.297 0.24
H -1.912659 0.185703 2.346664 0.087 0.308 -0.040 0.21
H 3.299257 -1.351697 -1.666031 -0.676 -0.023 0.460 0.29
H -1.550536 2.374937 0.466457 -0.457 0.647 0.269 0.27
H 2.074704 -1.273200 -0.347419 0.300 0.589 0.979 0.30
H 1.549632 -1.560642 -1.854137 -0.028 0.636 -0.651 0.28
H -2.170994 -1.770212 1.853244 -0.139 -0.275 0.004 0.21
H -1.622583 2.310314 2.357752 -0.154 1.053 -0.113 0.34
H -1.256052 -1.013146 -1.210452 0.560 -0.196 -0.064 0.16
H -1.282767 -2.465353 0.626816 0.117 0.102 -0.156 0.22
H 0.604780 0.693163 -1.065461 -0.076 0.487 -0.088 0.42
```
Positions in Å, forces in eV/Å.


[3]
Density functional theory data (ωB97M-V/def2-TZVPD) for a structure of composition C26H34Br2KN6PS.

Calculated values
E_tot: -212989.8438 eV
ΔE to the lowest compared entry with this formula, charge and spin: 21.1 kJ/mol
Charge: 0

The geometry in XYZ format:
```
71
Properties=species:S:1:pos:R:3:forces:R:3:mulliken_charge:R:1
Br 2.756854 -6.565720 0.665005 -0.067 0.119 -0.058 -0.17
Br 7.065622 -0.081024 0.604876 -0.127 0.003 -0.026 -0.18
K -0.026612 -0.147025 -0.194740 -0.125 -0.435 -0.390 0.93
S 1.088960 -0.330189 2.559657 -0.039 -0.308 0.135 -0.54
P -2.675611 -1.606905 0.321499 -0.691 -0.379 0.289 0.39
N 1.810079 1.798888 3.889158 -0.090 0.159 0.028 -0.20
N -0.994709 1.891916 -1.542909 -0.146 0.343 -0.192 -0.01
N 0.342634 2.297859 2.241421 0.084 0.820 0.407 -0.96
N 1.199068 -2.471686 -0.882725 0.143 -0.075 -0.087 -0.16
N 2.548567 -0.178662 -0.457164 0.403 -0.120 -0.178 0.19
N -0.174638 2.087454 1.026194 -0.093 0.073 0.113 0.91
C -2.833203 3.673678 -2.603134 0.035 -0.068 -0.099 -0.56
C 4.571342 -1.323938 0.054959 -0.090 -0.083 -0.017 -0.56
C 0.848103 -4.814060 -0.525554 0.057 -0.003 0.005 -0.66
C 0.657988 3.348651 5.449877 0.056 -0.043 -0.113 -1.10
C -2.264191 2.698658 -3.409585 -0.066 0.069 0.051 -0.57
C 2.918853 -3.786108 0.110971 0.034 0.106 0.015 -0.62
C 1.050676 1.358106 2.841057 -0.064 -0.130 -0.037 0.18
C 3.183981 0.972496 -0.311447 0.034 0.117 -0.005 -0.31
C -1.092108 2.916641 0.640136 0.257 0.121 0.599 0.38
C -2.466337 3.749912 -1.273923 0.039 -0.039 0.150 -0.77
C -1.533088 2.840607 -0.754345 -0.129 -0.039 -0.478 0.22
C -1.411727 -3.180137 2.295684 -0.077 0.056 -0.018 -0.89
C 0.447896 -3.561545 -0.963374 -0.028 -0.088 -0.008 -0.13
C 2.421981 -2.568502 -0.354852 -0.173 -0.424 -0.007 0.69
C -3.852660 -3.133414 -1.773598 0.004 -0.031 0.094 -1.27
C 5.218230 -0.110475 0.186204 0.099 0.048 0.025 -0.09
C -2.472141 -2.098918 2.091286 0.130 0.001 -0.088 -0.78
C 4.527717 1.073653 0.015329 0.048 -0.058 0.027 -0.75
C -1.352235 1.839012 -2.819953 -0.011 -0.074 -0.032 -0.35
C -3.607485 -3.101410 -0.263408 0.143 0.142 -0.209 -0.61
C -1.626862 4.006133 1.532427 0.032 -0.102 -0.102 -1.48
C -4.391725 0.374779 -0.754058 0.004 -0.076 0.108 -0.86
C 1.756988 3.152641 4.407871 -0.096 -0.013 0.038 -0.42
C 3.213569 -1.315080 -0.256953 0.312 0.348 0.039 0.27
C 2.114367 -4.904608 0.021262 0.034 -0.113 0.039 -0.10
C -4.040131 -0.370648 0.536139 0.115 0.009 -0.226 -0.79
H 1.583311 3.814311 3.562779 0.069 0.024 0.011 0.26
H -1.314661 3.805621 2.552667 -0.007 0.035 -0.010 0.23
H -0.441285 -2.835643 1.937671 0.053 -0.004 0.006 0.00
H -3.683918 0.344787 1.282300 -0.005 -0.013 0.040 0.42
H -2.715776 4.061136 1.496097 -0.012 0.022 -0.037 0.41
H 2.732730 3.389951 4.838352 0.003 0.004 -0.015 0.40
H -3.439952 -2.429041 2.480216 -0.024 0.056 0.040 0.48
H -2.172553 -1.197699 2.632824 -0.006 -0.017 0.026 0.42
H -0.537725 -3.428080 -1.399101 0.006 -0.018 0.022 0.34
H -0.881174 1.055779 -3.408453 -0.022 0.018 -0.003 0.38
H 2.095771 1.069224 4.519017 0.096 -0.071 -0.045 0.24
H -4.919791 -0.871666 0.949272 0.005 0.008 0.065 0.53
H -1.221418 4.977243 1.233311 -0.063 0.038 0.026 0.31
H -2.898534 4.508744 -0.638499 0.021 -0.001 0.011 0.35
H -4.548229 -3.177508 0.287659 0.001 -0.046 0.038 0.48
H -3.553999 4.370634 -3.011670 -0.002 0.009 0.020 0.42
H 0.836678 2.721711 6.325496 -0.021 0.016 0.013 0.34
H 0.615971 4.390548 5.772452 -0.014 -0.009 0.033 0.31
H -3.507228 0.860959 -1.166690 -0.025 0.033 -0.043 0.12
H 5.123039 -2.241791 0.187613 -0.005 -0.007 0.005 0.39
H 3.898967 -3.867568 0.554307 -0.006 0.021 0.031 0.41
H -2.992928 -3.961890 0.015813 -0.044 0.007 0.033 0.27
H -2.933534 -2.911081 -2.320417 -0.017 -0.008 -0.029 0.22
H 2.584618 1.867302 -0.450270 0.025 -0.004 0.011 0.35
H -1.307173 -3.411444 3.356119 0.027 -0.028 -0.016 0.37
H -5.147487 1.140331 -0.570879 0.016 0.008 -0.007 0.39
H 0.201900 -5.676031 -0.603486 -0.015 0.016 -0.009 0.47
H -0.306245 3.073433 5.021045 -0.008 0.024 0.013 0.27
H 5.011356 2.032375 0.130303 -0.023 0.004 -0.001 0.43
H -4.204873 -4.115905 -2.092012 -0.017 0.018 -0.015 0.40
H -4.784989 -0.303226 -1.511821 -0.005 0.030 -0.016 0.22
H -4.600450 -2.400908 -2.075066 0.013 0.001 -0.023 0.31
H -1.668164 -4.105253 1.773158 0.024 0.013 0.036 0.34
H -2.521066 2.606013 -4.455399 0.027 -0.013 -0.001 0.42
```
Positions in Å, forces in eV/Å.


[4]
Density functional theory data (ωB97M-V/def2-TZVPD) for a cluster of 2 separate species, C3H4NO in total.

Calculated values
Expectation value of S²: 2.0098
Multiplicity: 3
E_tot: -6697.3958 eV
ΔE to the lowest compared entry with this formula, charge and spin: 339.8 kJ/mol
Charge: +1

The geometry in XYZ format:
```
9
Properties=species:S:1:pos:R:3:forces:R:3:mulliken_spin:R:1
O 1.329153 0.598220 0.004313 2.014 0.056 -0.235 0.03
N -0.126477 -1.020429 -0.035727 3.124 -3.363 -0.565 -0.06
C 1.106096 -0.752018 -0.044341 -3.458 -1.033 0.141 1.02
C -0.846102 0.127885 -0.077609 -0.623 2.786 0.223 0.05
C 0.200054 1.152455 0.017229 -0.488 -0.571 0.928 0.04
H -1.129857 0.495467 -1.083087 -0.318 -0.581 -0.875 -0.01
H -1.803653 0.133896 0.442143 0.125 0.359 0.330 0.00
H 0.367864 2.165219 -0.009961 -0.909 2.735 -0.084 0.00
H 3.091586 -2.179003 0.380600 0.533 -0.387 0.138 0.93
```
Positions in Å, forces in eV/Å.


[5]
Density functional theory data (ωB97M-V/def2-TZVPD) for the molecule C4H9NO.

Calculated values
Structure (SMILES): CCCC(N)=O
E_tot: -7831.9963 eV
ΔE to the lowest compared entry with this formula, charge and spin: 31.2 kJ/mol
Charge: 0

The geometry in XYZ format:
```
15
Properties=species:S:1:pos:R:3:forces:R:3:mulliken_charge:R:1
O -1.542712 1.173049 -0.657103 -0.050 -0.226 0.234 -0.63
N -2.560694 -0.086194 0.866065 -0.002 0.027 0.044 -0.40
C 0.846811 -0.110967 -0.794760 -0.002 0.013 -0.132 -0.27
C 2.172097 0.401304 -0.224718 0.048 0.010 0.057 -1.21
C -0.199063 -0.646372 0.203252 -0.023 0.075 -0.040 -0.75
C -1.466299 0.229618 0.112906 -0.031 0.161 -0.160 0.56
H 2.028985 0.935248 0.722011 -0.029 -0.066 -0.127 0.35
H 0.184039 -0.666120 1.234560 -0.158 0.152 -0.173 0.38
H 2.911735 -0.389314 -0.057567 -0.175 0.043 0.054 0.31
H 1.040281 -0.854087 -1.575797 -0.001 0.042 0.160 0.32
H -0.478740 -1.684679 -0.022501 -0.052 0.237 0.035 0.31
H -2.573086 -0.705588 1.658410 0.234 -0.030 -0.164 0.20
H -3.327133 0.562528 0.753609 0.078 -0.168 0.152 0.25
H 0.351327 0.726444 -1.287914 0.155 -0.116 -0.078 0.27
H 2.612455 1.115127 -0.930446 0.008 -0.153 0.138 0.32
```
Positions in Å, forces in eV/Å.


[6]
Density functional theory data (ωB97M-V/def2-TZVPD) for a structure of composition C7H13Cl12O4P.

Calculated values
E_tot: -175208.7249 eV
ΔE to the lowest compared entry with this formula, charge and spin: 1070.1 kJ/mol
Charge: 0

The geometry in XYZ format:
```
37
Properties=species:S:1:pos:R:3:forces:R:3:mulliken_charge:R:1
Cl 4.484722 -2.427243 0.733444 -0.256 -0.643 1.168 -0.15
Cl 4.355722 -4.915273 2.422114 -0.731 0.722 -0.619 -0.14
Cl 4.944202 -2.476353 3.680494 -0.150 0.551 -0.298 -0.14
Cl -0.299538 -0.043923 0.994064 -0.983 -12.240 5.566 0.25
Cl -1.453618 -0.204843 -1.553706 0.656 -1.626 -2.820 0.05
Cl 0.606182 -2.423553 -1.117986 0.038 0.370 -2.435 0.02
Cl -3.438638 -4.226953 1.897094 0.060 -0.061 -0.892 -0.13
Cl -1.959158 -2.282113 0.152954 -6.401 -2.613 -0.145 -0.13
Cl -1.252508 -2.208893 2.862074 1.537 0.453 0.480 -0.14
Cl -1.448038 -5.160733 -0.024056 0.742 -0.587 0.210 -0.07
Cl -2.024238 -2.996673 -2.460516 0.382 0.059 -1.352 -0.09
Cl 1.622032 -2.153063 1.845444 -2.944 1.944 0.004 -0.14
P -0.215738 3.345457 -1.107696 -0.211 -0.242 -1.648 1.04
O 0.653732 2.801657 0.147324 0.614 3.609 -2.177 -0.25
O -0.723328 2.289027 -2.052036 0.804 1.929 1.869 -0.57
O -1.380508 4.290837 -0.496116 1.983 -0.175 -0.737 -0.34
O 0.856612 4.352637 -1.793896 -3.030 0.101 1.887 -0.39
C 2.035682 3.807747 -2.265226 1.296 -1.270 -0.953 -0.63
C -0.738788 -1.789523 -2.180306 -0.285 0.136 -0.140 -0.12
C -0.116268 -1.733673 1.551234 0.670 -1.594 1.252 0.33
C 0.135292 1.872387 0.986524 -0.904 4.533 0.688 -0.40
C -2.681298 3.822747 -0.234736 -1.206 -1.037 0.427 -0.65
C 3.982942 -3.143433 2.335774 2.614 -0.823 0.328 0.23
C -2.667958 -3.984493 0.286894 -0.449 0.962 0.693 -0.25
H 1.882962 3.296627 -3.215776 -0.146 0.326 -0.342 0.26
H -0.228598 -2.382773 0.682814 0.655 0.419 1.955 -0.39
H 2.757122 4.615337 -2.389376 0.011 -0.218 0.174 0.23
H 0.700252 1.799287 1.915814 0.270 0.078 -0.478 0.37
H -2.825648 3.715477 0.840324 0.118 0.265 0.101 0.29
H 2.945262 -2.901663 2.565654 1.518 -1.165 0.341 0.21
H -0.918268 2.029877 1.217384 -0.046 0.801 0.311 0.21
H 2.389062 2.993747 -1.632266 0.397 0.372 0.419 0.29
H -0.334288 -1.711873 -3.189496 0.182 0.783 0.484 0.40
H -3.428348 -4.160993 -0.473876 0.021 0.638 0.243 0.43
H -2.892528 2.836117 -0.647086 0.372 -0.079 -0.305 0.27
H 0.149832 0.996267 0.338214 2.311 4.890 -3.145 -0.04
H -3.474298 4.462817 -0.621476 0.494 0.429 -0.113 0.29
```
Positions in Å, forces in eV/Å.